--- a ---
ORCA calculation (ωB97M-V/def2-TZVPD) on the ion C6H9N2 with charge +1.

Positions of all 17 atoms, in Å:
C  2.6678  0.0922  0.4253
C  1.3980  -0.0779  0.5313
C  0.0285  -1.0797  -1.0150
C  0.0729  1.1560  -0.8491
C  -0.6287  -1.2466  0.3946
C  -0.5720  1.0882  0.5789
N  0.9994  0.0480  -0.8315
N  0.1007  -0.1538  1.1876
H  0.2977  -2.0964  -1.2297
H  -0.5932  -0.8303  -1.8797
H  -0.7896  1.1419  -1.4983
H  0.5739  2.1965  -0.9263
H  -1.6337  -1.1961  0.2272
H  -0.3156  -2.1016  0.9447
H  -0.0888  1.9590  1.2314
H  -1.6997  1.2020  0.4974
H  0.1823  -0.1014  2.2113

Calculated values
Charge = +1
2S+1 = 1
HOMO = -15.1135 eV
Gap between HOMO and LUMO = 10.16 eV

=====

--- b ---
ORCA calculation (ωB97M-V/def2-TZVPD) on the ion C6H9N2 with charge +1.

Positions of all 17 atoms, in Å:
C  1.3173  -0.3875  2.3099
C  1.4221  -0.9328  1.0063
C  0.2377  0.4776  2.2290
C  -0.4187  0.4410  -1.6839
C  -0.0636  -0.8413  -0.9943
C  -1.7111  1.0942  -1.4000
N  0.4180  -0.5065  0.3023
N  -0.2763  0.4177  1.0104
H  1.7864  -0.7522  3.2316
H  2.2166  -1.5182  0.7130
H  -0.1197  1.2911  2.9385
H  0.5053  1.0329  -1.6060
H  -0.5061  0.3855  -2.8062
H  -1.0053  -1.5927  -1.0462
H  0.6542  -1.3829  -1.6783
H  -2.1045  2.0334  -1.8363
H  -2.3522  0.7408  -0.6898

Calculated values
Charge = +1
2S+1 = 1
HOMO = -12.8443 eV
Gap between HOMO and LUMO = 5.37 eV

=====

Q: What are the energies relative to the best structure? A: a 0.1005; b 0.0000, in hartree.

=====

--- a ---
ORCA calculation (ωB97M-V/def2-TZVPD) on an isolated molecule of C3H6OSe.

Positions of all 11 atoms, in Å:
C  0.3772  -1.5106  0.1390
C  -0.5527  0.7560  0.4209
C  0.6993  -0.1117  0.3212
O  1.3130  -2.4756  0.3121
Se  2.3402  0.4121  -0.1425
H  -0.5419  -1.8645  0.5409
H  -0.2217  1.7719  0.4296
H  -0.8304  0.5244  1.4797
H  -1.2705  0.5300  -0.3852
H  0.1854  -1.4480  -0.9347
H  1.7143  -1.7826  0.9650

Calculated values
2S+1 = 1
HOMO = -8.6277 eV
SMILES = CC(=[Se])CO
Gap between HOMO and LUMO = 7.90 eV

=====

--- b ---
ORCA calculation (ωB97M-V/def2-TZVPD) on an isolated molecule of C3H6OSe.

Positions of all 11 atoms, in Å:
C  0.9069  0.3895  0.0276
C  -0.2935  1.2103  -0.2834
C  -0.4051  -1.5280  0.1249
O  0.6575  -0.9200  -0.3078
Se  -1.8623  0.0986  0.1602
H  1.7818  0.7373  -0.5379
H  1.1222  0.6437  1.0731
H  -0.4996  2.0729  0.3767
H  -0.3043  1.4968  -1.2665
H  -0.6018  -2.4478  -0.5191
H  -0.5017  -1.7532  1.1522

Calculated values
2S+1 = 1
HOMO = -8.2591 eV
SMILES = C1C[Se]CO1
Gap between HOMO and LUMO = 9.02 eV

=====

Q: What are the energies relative to the best structure? A: a 0.0345; b 0.0000, in hartree.

=====

--- a ---
ORCA calculation (ωB97M-V/def2-TZVPD) on a structure of composition C2H2FIO.

Positions of all 7 atoms, in Å:
C  -0.9577  0.3514  -0.1533
C  0.7761  -0.4079  0.3587
O  -1.8435  -0.3189  -0.4848
F  1.7272  0.3856  0.1031
I  -4.1438  -0.1011  0.1742
H  -0.9264  1.3984  0.1091
H  1.1870  -1.5005  0.1468

Calculated values
2S+1 = 1
HOMO (alpha / beta) = -9.1120 / -8.8621 eV
Gap between HOMO and LUMO (alpha / beta) = 8.25 / 7.05 eV

=====

--- b ---
ORCA calculation (ωB97M-V/def2-TZVPD) on a structure of composition C2H2FIO.

Positions of all 7 atoms, in Å:
C  -0.3370  0.3845  -0.1298
C  0.6991  -0.2808  0.5570
O  -1.4349  0.8934  0.5359
F  1.6937  -0.7566  -0.2210
I  -3.1539  -0.1252  0.3069
H  -0.2038  0.6138  -1.1635
H  0.8920  -0.4250  1.5279

Calculated values
2S+1 = 1
HOMO = -9.3154 eV
Gap between HOMO and LUMO = 8.10 eV

=====

Q: What are the energies relative to the best structure? A: a 0.0962; b 0.0000, in hartree.